Record 1
ORCA calculation (ωB97M-V/def2-TZVPD) on a 2-piece molecular cluster, C2H6O overall.

```
9
Properties=species:S:1:pos:R:3:mulliken_charge:R:1
O -1.58 0.40 1.46 -0.630
C 0.86 -0.77 -0.48 -0.381
C 1.12 0.44 -0.90 -0.449
H 0.09 -1.03 0.25 0.144
H -2.29 1.08 1.34 0.313
H 1.51 -1.57 -0.84 0.220
H 0.47 1.26 -0.58 0.229
H 1.87 0.65 -1.67 0.232
H -2.05 -0.46 1.42 0.322
```

Summary:
Energy in eV: -4217.7006
Relative energy (zero: lowest compared OMol25 entry of this formula, charge and spin) in kcal per mole: 17.7
SMILES: C=C.O

=====

Record 2
ORCA calculation (ωB97M-V/def2-TZVPD) on an isolated ion of composition C5H10BrN2O and charge +1.

```
19
Properties=species:S:1:pos:R:3:mulliken_charge:R:1
Br -3.97 -0.18 -0.04 -0.083
O 1.43 1.91 -0.30 -0.508
N 0.46 -0.31 -0.08 0.277
N -1.36 1.12 -0.39 -0.296
C -2.53 1.15 0.08 -0.140
C 0.69 0.14 1.33 -0.284
C 1.51 0.68 0.24 -0.135
C -0.77 -0.12 -0.88 -0.542
C 1.14 -1.74 -0.34 -0.833
H 0.46 -2.73 -0.26 0.308
H 2.50 0.41 0.23 0.461
H -0.11 0.71 1.83 0.270
H 1.13 -0.65 1.92 0.236
H 2.03 -1.81 0.39 0.340
H -1.39 -1.10 -0.74 0.367
H -0.45 0.14 -1.97 0.240
H 1.47 -1.80 -1.38 0.378
H -2.73 2.00 0.68 0.498
H 0.48 2.19 -0.32 0.445
```

Summary:
Energy in eV: -80407.7522
Relative energy (zero: lowest compared OMol25 entry of this formula, charge and spin) in kcal per mole: 0.0
Total charge: +1
SMILES: C[N@@+]1(C/N=C\Br)C[C@@H]1O